Record 1
Here is 2 unconnected molecules or ions with the total composition C4H10NO3 in a non-equilibrium geometry from OMol25. Energies are from ωB97M-V/def2-TZVPD.

## Properties
LUMO energy: -4.8 eV
highest occupied orbital energy: -14.8 eV
maximum force: 4.26 eV/A
DFT total energy: -11934.6154 eV
molecular weight: 120.1 Da

Structure (ORCA input):
```
! wB97M-V def2-TZVPD RIJCOSX def2/J DEFGRID3
* xyz 1 1
C 1.9386 0.7186 -1.0280
C 0.6265 0.3718 -0.9799
C 0.4342 0.3378 1.7121
C -0.0497 0.0390 0.2178
N -1.2945 -0.3038 0.1253
O -0.5330 -0.1360 2.6895
O 1.6775 -0.0296 2.0279
O -1.8190 -0.5503 -2.4549
H 2.2858 0.9811 -2.0352
H 2.7222 0.6224 -0.3782
H 0.1215 0.3930 -1.8680
H 0.3957 1.4725 1.7913
H -1.8360 -0.7339 0.8658
H -1.6345 -0.5631 -0.8888
H -2.0187 -1.4172 -2.5972
H -0.3312 -1.0599 2.7900
H 1.6885 -0.1523 2.9981
H -2.3739 0.0099 -2.9876
*
```

Atom charges from the natural (NBO) analysis, given in e for atoms 1 to 6: -0.146 -0.345 0.335 0.387 -0.644 -0.700

***

Record 2
Here is 7 unconnected molecules or ions with the total composition C30H82N14O7P4 in a non-equilibrium geometry from OMol25. Energies are from ωB97M-V/def2-TZVPD.

## Properties
LUMO energy: -0.5 eV
highest occupied orbital energy: -6.3 eV
maximum force: 1.83 eV/A
DFT total energy: -104791.3223 eV
molecular weight: 875.0 Da

Structure (ORCA input):
```
! wB97M-V def2-TZVPD RIJCOSX def2/J DEFGRID3
* xyz 0 1
N -16.6580 21.5433 -22.9028
H -15.6602 21.4440 -22.7006
H -16.7544 22.4076 -23.5713
H -17.1028 21.7857 -22.0049
H -17.1582 20.7222 -23.2807
O -16.8235 23.5870 -24.5459
H -17.1913 24.3160 -24.0640
C -17.1143 17.5645 -18.6037
C -15.9645 16.7899 -18.6490
C -15.1637 16.8621 -19.7934
C -15.4551 17.7541 -20.8241
C -16.5565 18.5924 -20.6940
C -17.4016 18.4632 -19.6193
N -14.6624 17.7545 -22.0490
O -15.0570 18.5064 -22.9218
O -13.6897 17.0421 -22.1285
H -17.7022 17.5413 -17.6932
H -15.7103 16.0045 -17.9520
H -14.2987 16.2306 -19.9588
H -16.7281 19.3712 -21.4252
H -18.2791 19.0882 -19.5352
O -18.2078 21.4328 -20.3103
P -18.4528 22.6450 -19.4829
N -20.0621 22.8942 -19.0248
C -20.9756 21.7615 -19.0631
C -20.5731 24.1028 -18.3894
N -18.0029 24.1007 -20.1479
C -16.5403 24.3310 -20.3945
C -18.7571 24.4467 -21.3643
N -17.5937 22.6124 -18.0212
C -17.4405 21.2502 -17.4955
C -17.5496 23.6900 -17.0629
H -22.0181 22.0977 -19.0703
H -20.8753 21.1953 -18.1303
H -20.9616 21.0772 -19.9105
H -20.7160 23.9558 -17.3155
H -21.5614 24.3241 -18.7988
H -19.8990 24.9290 -18.5977
H -16.4443 25.3151 -20.8393
H -16.0753 24.4055 -19.4090
H -16.0829 23.5244 -20.9617
H -19.8085 24.6499 -21.1511
H -18.3885 25.4013 -21.7425
H -18.6297 23.7328 -22.1777
H -18.3659 20.6768 -17.4009
H -16.7243 20.7397 -18.1437
H -16.9252 21.2894 -16.5353
H -18.5595 23.9732 -16.7546
H -17.0318 24.5963 -17.3865
H -17.0060 23.3860 -16.1677
O -18.1774 19.5860 -24.0186
P -18.7780 18.2266 -24.0575
N -19.8473 17.9784 -22.7975
C -20.8712 16.9498 -22.7823
C -20.1379 19.0684 -21.8801
N -17.6184 17.0102 -23.9975
C -16.6733 16.8347 -25.1002
C -17.7433 15.9445 -23.0186
N -19.6388 17.9700 -25.4998
C -20.1348 16.6860 -25.9762
C -20.4672 19.0961 -25.9318
H -21.6924 17.2978 -23.4219
H -21.2605 16.7976 -21.7768
H -20.5105 16.0019 -23.1783
H -19.5038 19.9433 -22.0396
H -20.1431 18.7918 -20.8269
H -21.0978 19.5317 -22.1584
H -16.0042 16.0138 -24.8435
H -17.0995 16.6161 -26.0806
H -16.0820 17.7528 -25.0901
H -18.4366 15.1449 -23.2960
H -16.7309 15.6362 -22.7450
H -18.1054 16.3595 -22.0750
H -21.0155 16.3915 -25.3851
H -20.5909 16.7940 -26.9594
H -19.3721 15.9174 -25.8669
H -19.8976 20.0293 -25.9284
H -21.3576 19.2323 -25.3124
H -20.6588 18.9995 -27.0017
O -14.0674 21.5025 -21.8077
P -12.7995 21.3991 -21.0545
N -12.9990 21.3629 -19.4014
C -13.5780 22.5304 -18.7776
C -13.6711 20.1670 -18.8709
N -11.7119 22.6727 -21.2984
C -11.8083 23.4310 -22.5359
C -10.5191 22.8836 -20.4887
N -11.9910 19.9873 -21.4887
C -11.9625 19.6554 -22.9070
C -11.0377 19.3045 -20.6324
H -14.6721 22.4470 -18.7114
H -13.4292 23.4639 -19.3276
H -13.2415 22.7527 -17.7602
H -14.6817 20.0721 -19.2801
H -13.6793 20.2119 -17.7826
H -13.1185 19.2606 -19.1255
H -12.5210 22.9944 -23.2368
H -12.2542 24.4218 -22.3705
H -10.8155 23.5756 -22.9631
H -9.6644 22.2713 -20.7814
H -10.2961 23.9501 -20.4657
H -10.8000 22.6292 -19.4640
H -11.5072 18.6989 -23.1645
H -12.9873 19.5058 -23.2519
H -11.4837 20.4419 -23.4972
H -11.2809 18.2444 -20.5337
H -10.9988 19.7534 -19.6386
H -10.0245 19.4265 -21.0321
O -15.3996 23.3720 -27.9979
P -14.3095 22.3777 -28.0034
N -14.7052 20.9379 -27.2314
C -15.4580 19.9096 -27.9570
C -14.9571 20.9924 -25.7762
N -12.9195 22.8770 -27.1857
C -11.8809 22.0469 -26.6170
C -12.6844 24.3113 -27.1044
N -13.8258 21.9067 -29.5545
C -12.6471 21.0624 -29.7334
C -14.5571 22.3727 -30.7218
H -14.8229 19.2113 -28.5037
H -16.1556 20.3290 -28.6880
H -16.0859 19.3931 -27.2339
H -15.2766 20.0126 -25.4083
H -15.8250 21.6049 -25.5126
H -14.0219 21.2786 -25.3012
H -10.9956 22.0230 -27.2673
H -11.6466 22.4431 -25.6291
H -12.1683 20.9944 -26.5868
H -12.8774 24.6872 -26.0859
H -11.6288 24.5889 -27.1824
H -13.3989 24.8188 -27.7456
H -12.8479 20.3730 -30.5542
H -11.7522 21.6660 -29.9042
H -12.5669 20.4713 -28.8186
H -15.6351 22.2082 -30.6597
H -14.1531 21.9126 -31.6215
H -14.4368 23.4610 -30.7733
*
```

Atom charges from the Löwdin analysis, given in e for atoms 1 to 6: 0.202 0.045 0.012 0.051 0.036 -0.435

***

Record 3
Here is a gas-phase ion, C7H14F3NOPS2 (charge +1) in a non-equilibrium geometry from OMol25. Energies are from ωB97M-V/def2-TZVPD.

## Properties
LUMO energy: -3.2 eV
highest occupied orbital energy: -12.5 eV
maximum force: 1.42 eV/A
DFT total energy: -50127.8315 eV
SMILES: CCC[C@@]1([PH2]=S)[NH2+]CO[C@@]1(S)C(F)(F)F
molecular weight: 280.3 Da

Structure (ORCA input):
```
! wB97M-V def2-TZVPD RIJCOSX def2/J DEFGRID3
* xyz 1 1
C 3.2250 0.7654 0.4501
C 1.9815 0.9574 -0.4271
C 0.9701 -0.2053 -0.3060
C -0.4576 0.1678 0.1468
P -0.6452 1.5314 1.4245
S -2.4632 2.1834 1.5777
N -1.1371 0.8275 -1.0497
C -2.1149 -0.1576 -1.6302
O -2.4768 -0.9138 -0.5206
C -1.3771 -1.0928 0.3245
S -2.1239 -1.3402 1.9795
C -0.7416 -2.4652 -0.0750
F 0.2977 -2.7699 0.7252
F -0.3167 -2.4564 -1.3636
F -1.6775 -3.4346 0.0292
H 3.0484 0.0722 1.2612
H 4.0460 0.3747 -0.1312
H 3.5545 1.7059 0.8667
H 2.3228 0.9885 -1.4530
H 1.5484 1.9276 -0.2366
H 0.8779 -0.6610 -1.2795
H 1.3757 -0.9463 0.3594
H -0.0300 1.0710 2.5943
H 0.1619 2.5611 0.9363
H -0.4865 1.1704 -1.7540
H -1.6994 1.6565 -0.7963
H -3.0244 0.3102 -1.9701
H -1.6071 -0.7276 -2.3950
H -1.0308 -1.1003 2.7123
*
```

Atom charges from the natural (NBO) analysis, given in e for atoms 1 to 6: -0.609 -0.427 -0.457 -0.165 0.825 -0.484

***

Record 4
Here is a molecular structure, C15H45N8O7P2S2 in a non-equilibrium geometry from OMol25. Energies are from ωB97M-V/def2-TZVPD.

## Properties
LUMO energy: 2.2 eV
highest occupied orbital energy: -6.1 eV
maximum force: 5.10 eV/A
DFT total energy: -82787.1438 eV
molecular weight: 575.7 Da

Structure (ORCA input):
```
! wB97M-V def2-TZVPD RIJCOSX def2/J DEFGRID3
* xyz -1 1
N 2.0077 0.1297 2.3475
C 0.5483 0.3917 2.2794
C 0.3715 1.9002 2.2569
O 0.6568 2.4069 3.5622
C -1.0315 2.4087 1.9114
S -1.9066 1.5008 0.6498
O -2.9462 2.3818 0.1641
O -0.9577 1.1570 -0.3956
N -2.4492 0.1170 1.2357
S -3.3498 0.1335 2.5420
O -4.0273 -1.1360 2.6417
O -4.1594 1.3134 2.7251
H 2.1914 -0.8051 2.6903
H 2.4101 0.2240 1.4232
H 0.1080 -0.0662 3.1661
H 0.1447 -0.0959 1.3939
H 1.0695 2.2955 1.5115
H 1.6087 2.3065 3.6817
H -0.9307 3.4088 1.4858
H -1.6596 2.5153 2.7972
H -2.4700 0.1304 3.5758
O 2.7851 -3.6556 2.9969
P 2.6170 -5.1080 2.7945
N 0.9461 -5.3539 2.7893
C 0.2556 -6.5877 3.1031
C 0.2902 -4.6578 1.6807
N 3.3264 -5.7536 4.2585
C 2.4959 -6.3197 5.3129
C 4.2692 -4.8144 4.8700
N 3.1254 -6.3732 1.7494
C 3.5295 -7.6617 2.2858
C 4.1273 -5.8939 0.7769
H 0.3265 -7.3388 2.3009
H -0.8019 -6.3647 3.2568
H 0.6014 -7.0335 4.0249
H 0.4835 -5.1503 0.7166
H 0.6371 -3.6275 1.6194
H -0.7864 -4.6277 1.8445
H 1.6743 -5.6579 5.6143
H 3.1187 -6.5062 6.1905
H 2.0960 -7.2951 5.0395
H 3.7696 -4.0315 5.4516
H 4.8835 -4.3249 4.1179
H 4.9360 -5.3683 5.5363
H 4.3977 -7.6076 2.9470
H 3.7816 -8.3008 1.4363
H 2.7085 -8.1537 2.8060
H 5.0856 -5.6502 1.2540
H 3.7641 -4.9967 0.2731
H 4.3036 -6.6493 0.0105
O -0.5232 3.6834 -5.4727
P -1.5865 4.5989 -5.0065
N -0.9491 6.1541 -5.3011
C -1.3359 7.3775 -4.6327
C -0.7070 6.3897 -6.7161
N -1.6698 4.2732 -3.3127
C -1.1443 5.2150 -2.3339
C -1.1677 2.9353 -2.9590
N -3.2603 4.9259 -5.2306
C -4.1026 5.2565 -4.0894
C -3.9086 3.8832 -6.0486
H -2.3165 7.7592 -4.9603
H -0.5909 8.1476 -4.8495
H -1.3489 7.2712 -3.5574
H -1.6430 6.5397 -7.2781
H -0.1740 5.5457 -7.1530
H -0.0834 7.2761 -6.8464
H -0.1116 5.5244 -2.5462
H -1.1632 4.7371 -1.3533
H -1.7755 6.0978 -2.2290
H -0.0737 2.8986 -2.9070
H -1.4929 2.1872 -3.6795
H -1.5629 2.6431 -1.9909
H -4.1588 4.4619 -3.3431
H -5.1082 5.4433 -4.4752
H -3.7814 6.1800 -3.6097
H -3.9724 2.9231 -5.5216
H -3.3467 3.7248 -6.9714
H -4.9166 4.1926 -6.3288
*
```

Atom charges from the Löwdin analysis, given in e for atoms 1 to 6: 0.004 -0.235 -0.409 -0.047 -0.191 0.481

***

Record 5
Here is a molecular structure, C21H29FeN4OS in a non-equilibrium geometry from OMol25. Energies are from ωB97M-V/def2-TZVPD.

## Properties
expectation value of S²: 8.79
LUMO energy (spin up / spin down): -6.3 / -8.8 eV
highest occupied orbital energy (spin up / spin down): -14.6 / -14.6 eV
maximum force: 1.76 eV/A
DFT total energy: -75465.5552 eV
molecular weight: 441.4 Da

Structure (ORCA input):
```
! wB97M-V def2-TZVPD RIJCOSX def2/J DEFGRID3
* xyz 2 6
Fe 0.1467 0.3695 -0.0157
C 3.1795 1.5400 0.0781
C 3.2414 0.3286 -0.7922
C 4.4346 -0.0268 -1.4468
C 4.4718 -1.1539 -2.2232
C 3.3151 -1.9527 -2.3440
C 3.2814 -3.1444 -3.0963
C 2.1300 -3.8912 -3.1697
C 0.9755 -3.4767 -2.5090
C 0.9609 -2.2929 -1.7812
S -0.4775 -1.7245 -1.0207
C 2.1467 -1.5125 -1.6718
N 2.1350 -0.3843 -0.9280
H 4.1353 1.6943 0.5761
H 2.3907 1.4428 0.8387
H 2.9843 2.4282 -0.5284
H 5.3035 0.5976 -1.3242
H 5.3742 -1.4480 -2.7391
H 4.1849 -3.4536 -3.6014
H 2.1115 -4.8010 -3.7467
H 0.0785 -4.0742 -2.5581
C -2.1139 -0.4474 3.5276
C -1.5741 -1.7397 2.9048
C -0.1148 -1.3715 2.6756
O -0.1859 -0.0287 2.1706
C -1.1777 0.6405 2.9724
H -2.0336 -0.4905 4.6115
H -3.1558 -0.2718 3.2756
H -2.0587 -1.9467 1.9480
H -1.6984 -2.6004 3.5532
H 0.4017 -1.9854 1.9365
H 0.4441 -1.3682 3.6180
H -1.6888 1.3619 2.3308
H -0.6717 1.1843 3.7770
C -5.2732 1.7457 -1.0951
C -4.6071 0.8175 -0.0891
N -3.1684 0.8974 -0.2447
C -2.5095 1.9751 -0.7179
N -1.1840 1.8720 -0.7877
C -0.4539 2.9924 -1.3489
C -1.0994 4.3205 -0.9541
C -2.5350 4.3043 -1.4551
N -3.1944 3.0693 -1.0692
C -4.6442 3.1276 -0.9921
H -6.3398 1.8190 -0.8875
H -5.1457 1.3562 -2.1060
H -4.9244 -0.2127 -0.2571
H -4.8870 1.1025 0.9333
H -2.6045 0.0779 -0.0553
H -0.4329 2.9037 -2.4419
H 0.5787 2.9343 -0.9853
H -0.5578 5.1514 -1.4009
H -1.0790 4.4253 0.1318
H -2.5552 4.4025 -2.5466
H -3.1006 5.1375 -1.0279
H -4.9981 3.7585 -1.8129
H -4.9284 3.6041 -0.0446
*
```

Atom charges from the natural (NBO) analysis, given in e for atoms 1 to 6: 1.520 -0.654 0.292 -0.250 -0.072 -0.041

***

Record 6
Here is 2 unconnected molecules or ions with the total composition C3H12N4O in a non-equilibrium geometry from OMol25. Energies are from ωB97M-V/def2-TZVPD.

## Properties
LUMO energy: 0.8 eV
highest occupied orbital energy: -9.3 eV
maximum force: 5.06 eV/A
DFT total energy: -11310.6223 eV
SMILES: [H]/N=C(\O)N(N)N.CC
molecular weight: 120.2 Da

Structure (ORCA input):
```
! wB97M-V def2-TZVPD RIJCOSX def2/J DEFGRID3
* xyz 0 1
C -1.5085 -2.1463 -0.3560
C -0.2691 -2.7397 -1.0008
N -0.6949 0.4642 0.1923
H -1.5384 -1.0115 -0.5164
H -1.1592 0.2075 1.0668
H -2.4086 -2.6501 -0.7161
H -1.4916 -2.2781 0.7230
H -0.3164 -2.6706 -2.0869
H -0.1477 -3.7949 -0.7247
H 0.6212 -2.2209 -0.6641
C 1.4311 1.5358 0.8520
N -0.1817 3.0114 0.0391
N 1.8110 0.3088 0.6723
O 2.2655 2.5890 0.8113
N 0.1053 1.7700 0.6566
H 1.7023 3.3722 0.6404
H -0.3572 2.8716 -0.9571
H -1.0352 3.3761 0.4522
H 2.8012 0.1632 0.8337
H 0.3711 -0.1579 0.0825
*
```

Atom charges from the natural (NBO) analysis, given in e for atoms 1 to 6: -0.620 -0.606 -0.742 0.239 0.358 0.200